Entry 1:
38
Properties=species:S:1:pos:R:3:forces:R:3 method="wB97M-V/def2-TZVPD" e_above_lowest_ev=2.824 total_energy_ha=-1335.65779 homo_lumo_gap_ev=8.642 smiles="COc1ccc(OC)c(NS(=O)(=O)Cc2ccccc2)c1"
C -5.5641 -2.0810 -0.4551 -0.035 -0.176 0.009
H -4.9148 -2.6244 -1.1490 -0.010 0.012 0.027
O -5.3614 -0.6914 -0.5374 0.089 0.265 -0.008
C -4.1249 -0.1958 -0.2501 0.108 0.225 0.041
C -3.0350 -0.9617 0.1460 -0.093 -0.087 0.002
C -1.8121 -0.3654 0.4264 -0.200 0.872 -0.244
C -1.6665 1.0231 0.3226 -0.156 -0.120 0.074
C -2.7521 1.7768 -0.1019 0.152 -0.036 0.045
C -3.9657 1.1799 -0.3833 -0.118 -0.265 -0.017
H -4.8068 1.7698 -0.7087 -0.108 0.078 -0.039
H -2.6654 2.8455 -0.2111 0.042 0.110 0.008
O -0.4521 1.5447 0.6849 -0.353 -0.163 0.100
C -0.1624 2.8633 0.2802 0.022 0.138 -0.022
H 0.8786 3.0385 0.5504 -0.049 0.038 -0.021
H -0.7907 3.5927 0.8026 0.042 -0.039 -0.042
H -0.2814 2.9791 -0.8003 -0.006 -0.008 0.014
N -0.7167 -1.1423 0.8186 0.832 -0.105 -0.135
S 0.7498 -1.0466 -0.0367 -0.272 -0.386 0.335
O 0.6061 -0.2309 -1.2018 -0.072 0.274 0.166
O 1.1566 -2.4117 -0.2126 0.075 -0.180 0.311
C 1.8828 -0.2903 1.1740 -0.584 -0.329 -0.693
C 3.1980 -0.1949 0.4887 0.455 0.067 -0.092
C 4.1644 -1.1776 0.6649 -0.049 0.077 0.030
C 5.3615 -1.1142 -0.0260 0.068 -0.047 0.020
C 5.6016 -0.0733 -0.9065 0.021 -0.011 -0.020
C 4.6377 0.9030 -1.0966 0.014 0.079 -0.038
C 3.4419 0.8423 -0.4047 0.060 -0.022 0.091
H 2.6814 1.5905 -0.5664 -0.096 0.101 -0.039
H 4.8172 1.7115 -1.7898 0.007 0.067 -0.053
H 6.5350 -0.0256 -1.4475 0.072 0.004 -0.043
H 6.1067 -1.8822 0.1195 0.055 -0.062 0.017
H 3.9733 -1.9967 1.3420 -0.034 -0.102 0.066
H 1.4496 0.6665 1.4357 -0.027 0.035 0.096
H 1.8882 -0.9730 2.0171 -0.031 -0.024 0.108
H -0.9437 -2.1183 0.9453 0.122 -0.113 -0.014
H -3.1080 -2.0344 0.2388 -0.039 -0.124 -0.039
H -5.4024 -2.4523 0.5623 0.007 0.007 -0.033
H -6.6040 -2.2430 -0.7347 0.087 -0.051 0.031

---

Entry 2:
38
Properties=species:S:1:pos:R:3:forces:R:3 method="wB97M-V/def2-TZVPD" e_above_lowest_ev=1.579 total_energy_ha=-1335.70355 homo_lumo_gap_ev=9.494 smiles="CC(C)[C@H](OC(=O)c1ccco1)C(=O)NCc1cccs1"
C -0.1473 -3.7526 -0.7721 -0.078 0.155 -0.017
H 0.7500 -3.8165 -0.1628 0.068 -0.075 0.016
H -0.9341 -4.3259 -0.2883 -0.056 -0.124 0.066
C -0.5701 -2.2977 -0.9383 0.093 0.144 0.113
C 0.4564 -1.5094 -1.7479 -0.281 -0.108 0.066
H 0.5121 -1.9013 -2.7605 0.048 -0.013 -0.107
H 1.4415 -1.5908 -1.2945 0.125 0.008 -0.007
H 0.1793 -0.4585 -1.8010 0.064 0.135 -0.061
C -0.8008 -1.6402 0.4400 -0.135 -0.845 -0.044
H -1.4282 -2.3053 1.0468 0.209 0.187 -0.060
C 0.5192 -1.4150 1.1790 -0.581 0.417 -0.059
O 1.1619 -2.3346 1.6376 0.143 -0.436 0.030
N 0.8953 -0.1261 1.2651 0.016 0.454 0.031
H 0.3074 0.5780 0.8481 0.013 -0.096 0.031
C 2.1457 0.2837 1.8693 0.030 -0.190 0.145
C 3.0044 1.0229 0.8984 0.119 -0.112 -0.233
C 3.3736 2.3323 0.9272 -0.118 -0.264 0.129
C 4.1762 2.7069 -0.1742 0.138 0.020 -0.229
C 4.3964 1.6771 -1.0283 -0.080 -0.280 0.004
S 3.6382 0.2260 -0.5052 0.015 0.503 0.301
H 4.9604 1.6748 -1.9396 0.138 0.060 -0.186
H 4.5662 3.6982 -0.3191 0.085 0.157 -0.067
H 3.0900 3.0089 1.7140 -0.095 0.083 0.188
H 1.9509 0.9223 2.7384 0.098 -0.106 -0.076
H 2.6319 -0.6385 2.2043 -0.078 0.208 0.067
O -1.4842 -0.3914 0.2726 0.183 0.226 -0.061
C -2.8284 -0.4207 0.3564 -0.392 -0.205 0.108
O -3.4759 -1.4071 0.5893 0.055 0.147 -0.065
C -3.3787 0.9198 0.1294 0.804 0.691 -0.241
C -2.7679 2.1089 -0.1965 -0.221 -0.863 0.217
C -3.7988 3.0616 -0.2991 -0.579 -0.115 0.090
C -4.9557 2.3858 -0.0295 0.362 0.853 -0.227
O -4.7114 1.1030 0.2267 -0.167 -0.654 0.153
H -5.9773 2.7106 0.0061 -0.156 -0.083 0.036
H -3.6987 4.0999 -0.5393 -0.055 0.217 -0.044
H -1.7200 2.2670 -0.3472 0.227 -0.036 -0.025
H -1.5345 -2.2636 -1.4598 0.040 0.014 0.127
H 0.0548 -4.1929 -1.7453 -0.003 -0.073 -0.108

---

Entry 3:
36
Properties=species:S:1:pos:R:3:forces:R:3 method="wB97M-V/def2-TZVPD" e_above_lowest_ev=0.480 total_energy_ha=-1647.11122 homo_lumo_gap_ev=7.853
C 0.9316 -2.0060 -3.3703 0.023 -0.125 1.632
C 0.3635 1.3775 -2.9013 -2.147 0.609 1.292
C -0.3727 -2.0441 -3.6986 -1.201 -1.295 0.545
H 1.2642 -2.8219 -2.6920 0.166 -0.398 -1.540
C -0.9114 1.2005 -2.4215 3.023 -1.120 -1.552
H 0.8288 2.3266 -2.6276 -0.206 -0.115 0.027
H -0.9706 -3.0536 -3.8126 1.815 1.671 0.810
H -1.3527 1.9468 -1.8410 -0.390 1.332 0.887
C -1.3729 -0.9010 -3.8431 0.121 -0.045 -1.159
H -2.3061 -1.4156 -4.1431 0.410 0.618 -0.157
H -0.9640 -0.3093 -4.6979 -1.171 0.041 0.646
C 1.8463 -0.8030 -3.1538 -1.223 0.805 0.030
H 2.9081 -0.8699 -3.4916 -0.963 -0.592 -0.078
H 1.9054 -0.7543 -2.0591 0.216 0.404 -0.040
C 1.2504 0.5363 -3.7482 1.400 -0.967 -0.682
H 0.7848 0.2386 -4.7177 0.532 0.540 0.618
H 2.1530 1.1512 -3.9608 -0.740 -0.257 -0.194
C -1.7491 -0.0041 -2.6021 -0.070 -1.256 -0.992
H -2.8055 0.2840 -2.7278 0.323 0.039 -0.039
H -1.7463 -0.6367 -1.7029 0.109 0.107 -0.045
Sn 1.5155 -1.6380 0.9225 -0.098 0.957 0.107
H -0.0452 -2.3584 0.5639 -0.083 -0.261 0.327
S 2.2986 -2.7076 3.0963 0.400 -1.385 0.147
C 1.3597 -1.5340 3.8301 -0.755 2.613 0.156
N 0.6781 -0.6728 3.0434 0.565 -1.547 1.027
C 0.0471 0.3219 3.7765 0.162 0.272 0.846
C -0.7857 1.3245 3.2663 0.231 -0.154 0.704
C -1.2720 2.2924 4.1386 -0.570 0.715 0.570
C -0.9478 2.2891 5.5177 0.422 -0.646 -0.524
C -0.1106 1.2787 6.0295 -0.609 0.659 0.109
C 0.3435 0.2954 5.1762 0.205 -0.217 -1.020
S 1.3909 -1.0606 5.5919 -0.527 -0.107 -1.932
H -1.0494 1.3142 2.2244 -0.014 0.090 -0.259
H -1.9561 3.0995 3.7757 0.740 -0.882 0.214
H -1.3407 3.0591 6.1818 0.138 -0.204 -0.239
H 0.1891 1.2543 7.0782 -0.232 0.099 -0.242

---

Entry 4:
34
Properties=species:S:1:pos:R:3:forces:R:3 method="wB97M-V/def2-TZVPD" spin_multiplicity=3 total_energy_ha=-703.29819 homo_lumo_gap_ev="6.825 / 7.536" s_squared=2.13
C 0.0650 -1.3562 -1.9320 -0.246 -1.207 -0.357
C -1.1994 -1.2646 -1.2660 -0.231 -0.510 -0.536
C -1.1379 -1.9765 -0.0559 -0.345 0.479 -0.079
C 0.1817 -2.4350 0.1168 0.397 -0.171 -0.383
C 0.9520 -2.0820 -1.0337 -1.027 -1.898 -1.457
W 0.8629 -0.1392 -0.2979 4.955 1.316 2.965
C -1.1229 1.9321 -0.7070 -1.994 -0.661 0.903
C -0.9008 2.8864 -1.7629 3.559 -2.097 1.660
C 0.2275 3.1372 -2.4544 -0.870 0.512 -1.470
N 2.8469 -0.0487 -0.2325 -6.230 -1.142 0.106
H -1.9835 -2.2121 0.5996 0.509 0.538 -0.144
H -2.1000 -0.8431 -1.7062 0.335 0.022 0.210
H 0.5254 -3.1051 0.9023 0.043 0.576 0.004
H 1.9227 -2.4604 -1.2899 0.137 0.023 0.064
H 0.2382 -1.2131 -2.9931 0.042 0.396 0.303
H -1.9875 1.2450 -0.9048 0.989 0.309 -0.480
H 3.0758 0.7534 -0.7453 1.152 2.070 -1.223
H -1.2967 2.0247 0.4342 0.909 1.057 -1.771
H 0.2142 3.7629 -3.3434 -0.618 0.728 0.245
H 1.2685 2.7287 -2.5433 -1.150 -0.626 1.301
C 0.9478 -0.0585 1.8863 -0.150 0.352 1.043
C -0.0563 0.0240 3.0224 -0.380 0.055 -0.349
C -0.8799 -1.0731 3.3392 -0.091 0.425 0.158
C -1.8378 -0.9784 4.3530 0.304 0.137 0.079
C -1.9232 0.1793 5.1375 0.123 0.068 -0.317
C -1.0890 1.2702 4.8565 -0.033 -0.365 -0.045
C -0.1735 1.1964 3.8052 -0.090 -0.453 -0.278
H 1.6022 0.8273 1.9703 -0.036 -0.460 0.093
H 1.5664 -0.9604 2.0576 0.020 0.501 -0.027
H -0.7588 -2.0122 2.7914 -0.136 0.355 0.108
H -2.5117 -1.8184 4.5360 0.268 0.222 0.069
H -2.6311 0.2281 5.9637 0.110 0.022 -0.236
H -1.1463 2.1785 5.4617 0.006 -0.317 -0.185
H 0.4815 2.0458 3.5917 -0.229 -0.256 0.029